{"formula": "C39H75BaF2N10O9S2", "method": "ωB97M-V with the def2-TZVPD basis set", "species": ["Ba", "C", "C", "C", "O", "H", "H", "H", "H", "H", "H", "H", "C", "C", "N", "C", "C", "N", "C", "C", "H", "H", "H", "H", "H", "H", "H", "H", "H", "H", "H", "C", "C", "N", "C", "C", "N", "C", "C", "H", "H", "H", "H", "H", "H", "H", "H", "H", "H", "H", "C", "C", "N", "C", "C", "N", "C", "C", "H", "H", "H", "H", "H", "H", "H", "H", "H", "H", "H", "C", "C", "N", "C", "C", "N", "C", "C", "H", "H", "H", "H", "H", "H", "H", "H", "H", "H", "H", "C", "C", "C", "N", "C", "C", "C", "C", "C", "H", "H", "H", "H", "H", "H", "H", "H", "H", "H", "H", "H", "H", "H", "H", "H", "H", "H", "N", "S", "O", "O", "F", "S", "O", "O", "F", "C", "C", "O", "O", "H", "H", "H", "C", "C", "O", "O", "H", "H", "H"], "xyz": [[-0.3237, 3.8886, 2.2330], [1.8078, -0.6433, -1.1856], [0.2979, -0.4995, -1.0775], [-0.4247, -1.7393, -1.4823], [-0.1659, -0.0835, 0.2258], [2.1081, -0.5856, -2.2318], [2.1395, -1.5448, -0.6705], [2.3925, 0.1682, -0.7524], [0.0422, 0.2283, -1.8476], [-1.4834, -1.5327, -1.3252], [-0.1843, -2.6005, -0.8588], [-0.1130, -1.9790, -2.4988], [3.7200, -2.1627, -6.5814], [2.3150, -2.7141, -6.8575], [1.9411, -3.7278, -5.8533], [0.8237, -4.5536, -5.9717], [0.8318, -5.4375, -4.9179], [2.0083, -5.2828, -4.2446], [2.6362, -4.1951, -4.7641], [2.4115, -6.1115, -3.1081], [3.7689, -1.6569, -5.6171], [4.0417, -1.4447, -7.3358], [4.5597, -2.8573, -6.6047], [2.2964, -3.2715, -7.7940], [1.4781, -2.0161, -6.8775], [0.1129, -4.4556, -6.7789], [0.2054, -6.2608, -4.6078], [3.5785, -3.7778, -4.4411], [1.5341, -6.4588, -2.5625], [2.9245, -5.5275, -2.3441], [3.1303, -6.8721, -3.4130], [-1.3752, 10.2543, -3.9563], [-0.8815, 9.9518, -5.3955], [-0.6809, 8.5463, -5.6670], [-0.8843, 7.9128, -6.8539], [-0.5419, 6.5680, -6.7174], [-0.1592, 6.3632, -5.4017], [-0.1691, 7.5677, -4.8039], [0.2482, 5.1228, -4.7717], [-0.8676, 9.7579, -3.1292], [-2.4358, 10.0236, -3.8566], [-1.3506, 11.3328, -3.8003], [0.1182, 10.3862, -5.4022], [-1.3816, 10.4772, -6.2091], [-1.0528, 8.4823, -7.7560], [-0.5026, 5.8663, -7.5374], [-0.0052, 7.7511, -3.7523], [-0.2591, 4.9390, -3.8246], [1.3262, 4.9682, -4.7270], [-0.1718, 4.3004, -5.3509], [-4.4613, 1.8640, -4.1523], [-6.0081, 1.8944, -3.7878], [-6.3419, 0.8645, -2.7346], [-7.4684, -0.0504, -2.7281], [-7.4152, -0.7729, -1.5321], [-6.3778, -0.2566, -0.8421], [-5.7101, 0.7153, -1.5374], [-5.9381, -0.7825, 0.4179], [-3.8293, 2.2082, -3.3336], [-4.4651, 2.5362, -5.0103], [-4.1196, 0.8538, -4.3781], [-6.6978, 1.6873, -4.6060], [-6.4094, 2.8319, -3.4029], [-8.1903, -0.1528, -3.5249], [-8.0474, -1.5517, -1.1318], [-4.8233, 1.1851, -1.1382], [-5.1078, -1.4567, 0.2077], [-6.7753, -1.2810, 0.9064], [-5.6642, -0.0180, 1.1450], [7.0355, 2.0715, 2.6288], [6.0942, 1.8174, 3.7822], [5.6414, 0.4358, 3.9642], [6.2229, -0.5631, 4.6495], [5.4117, -1.7379, 4.4254], [4.2868, -1.4066, 3.6856], [4.4609, -0.0574, 3.3921], [3.2400, -2.2672, 3.2004], [6.3934, 1.9469, 1.7568], [7.7794, 1.2911, 2.4690], [7.5503, 3.0320, 2.6095], [5.2371, 2.4540, 3.5626], [6.5369, 2.0040, 4.7606], [7.1280, -0.3838, 5.2108], [5.4052, -2.7446, 4.8164], [3.9192, 0.5609, 2.6917], [2.5949, -1.6734, 2.5528], [2.7521, -2.6790, 4.0838], [3.6573, -2.9886, 2.4980], [-2.6290, 0.8590, 10.1029], [-2.9769, -0.5315, 9.5258], [-2.6729, -0.4958, 8.0119], [-3.0606, -1.7619, 7.1963], [-2.2215, -1.6630, 5.9208], [-2.9622, -3.1757, 7.8930], [-4.0718, -4.0659, 7.2375], [-5.0101, -3.1296, 6.4689], [-4.6476, -1.7954, 6.9686], [-2.6791, 0.8267, 11.1913], [-3.3824, 1.5768, 9.7787], [-1.6432, 1.3032, 9.9653], [-3.9444, -0.8692, 9.8972], [-2.2725, -1.1691, 10.0600], [-1.5905, -0.4895, 7.8842], [-3.0986, 0.4221, 7.6068], [-2.4967, -2.5589, 5.3643], [-1.1569, -1.5913, 6.1439], [-2.6273, -0.7914, 5.4073], [-1.9540, -3.5503, 7.7160], [-3.2590, -3.0688, 8.9364], [-3.7330, -4.7760, 6.4832], [-4.5574, -4.6369, 8.0289], [-4.6799, -3.2216, 5.4343], [-6.0623, -3.4099, 6.5188], [-4.8615, -0.9614, 6.3002], [-5.2035, -1.5045, 7.8599], [7.4896, -3.0755, -2.5416], [7.5237, -3.1501, -0.8828], [8.8223, -3.0381, -0.2165], [6.4837, -3.9312, -0.1825], [6.9094, -1.6516, -0.5833], [8.3837, -4.2236, -2.6915], [7.7904, -5.5436, -2.6185], [9.8480, -4.0514, -2.6261], [8.3911, -4.1491, -4.3267], [4.1378, 6.3395, -1.5672], [3.1609, 6.0062, -0.5003], [2.2609, 6.8270, -0.2249], [3.1230, 4.8694, 0.0631], [3.6224, 6.6162, -2.4869], [4.8061, 5.5171, -1.8223], [4.7824, 7.1761, -1.2977], [-4.3840, -5.7654, -0.2957], [-5.7651, -5.8914, 0.3779], [-6.7396, -5.6676, -0.3360], [-5.8076, -6.3188, 1.5561], [-3.7749, -6.6647, -0.3871], [-4.0308, -5.0327, 0.4299], [-4.4603, -5.2615, -1.2593]], "forces_ev_per_angstrom": [[1.29, -0.15, -1.29], [0.30, 0.18, 0.26], [0.06, 1.52, 2.13], [-0.04, -0.57, 0.23], [0.48, 0.23, -0.92], [0.10, -0.69, -0.19], [0.16, -0.27, -0.31], [-0.43, 0.32, 0.34], [-0.33, 0.64, -0.17], [-0.13, -0.25, -0.57], [0.16, 0.02, 0.19], [-0.55, -0.17, -0.29], [-0.01, 0.68, -0.01], [0.82, -0.77, 0.07], [-0.10, -2.40, 2.07], [-0.08, -0.02, 0.82], [0.25, -0.30, -1.08], [0.30, 2.22, -0.30], [-0.40, -0.14, -1.13], [0.63, 0.49, 0.90], [-0.09, 0.11, 0.01], [-0.51, 0.19, -0.05], [-0.49, -0.66, 0.06], [0.08, 0.20, -0.15], [0.45, 0.41, 0.04], [0.08, 0.10, 0.15], [-0.28, 0.23, -0.42], [-0.05, -0.20, 0.12], [-0.03, -0.42, -0.60], [0.17, 0.40, -0.33], [-0.48, -0.21, -0.11], [-1.36, 0.14, -0.79], [1.66, 1.27, 1.78], [0.95, -3.59, 1.13], [0.90, -1.28, -0.26], [-0.52, 1.62, -0.40], [0.06, 2.03, -0.59], [-1.67, 1.56, -0.56], [-0.49, -1.45, -0.23], [0.39, 0.04, -0.37], [-0.09, -0.27, -0.03], [0.38, -0.05, 0.00], [0.20, 0.05, -0.28], [-0.54, -0.55, 0.21], [-0.38, -0.21, 0.05], [0.01, -0.32, 0.48], [0.20, -0.15, -0.11], [0.40, 0.73, 0.27], [-0.12, 0.40, 0.16], [0.21, 0.14, -0.46], [-2.22, 0.20, 0.32], [0.35, -1.09, 0.94], [-1.21, -1.26, 1.28], [1.59, 0.11, 1.18], [-0.22, 1.78, -2.26], [1.32, 1.56, -0.38], [-2.04, -1.56, -0.59], [0.22, -0.52, 1.04], [-0.19, 0.37, -0.08], [0.83, -0.14, -0.03], [-0.29, 0.09, -0.38], [0.55, -0.35, -0.30], [0.65, 0.26, 0.11], [0.32, 0.25, -0.11], [0.07, 0.01, -0.15], [-0.13, 0.11, -0.37], [-0.12, -0.16, 0.47], [0.16, -0.40, -0.33], [0.27, 0.29, -0.45], [-0.01, -1.39, -1.10], [0.68, 0.51, 0.91], [-3.74, -1.64, -2.14], [-1.47, -2.90, -0.52], [0.34, 1.44, 0.83], [3.38, 4.54, 0.02], [1.61, -0.61, 0.63], [-0.16, 0.05, -0.61], [0.24, 0.50, -0.43], [0.21, -0.01, 0.47], [-0.43, 0.01, 0.30], [-0.21, -0.16, 0.73], [-0.06, 0.73, -0.08], [-0.05, -0.41, -0.03], [0.70, 0.15, 0.15], [-0.31, -0.35, 0.08], [-0.36, 0.08, 0.45], [-0.23, -0.29, -0.49], [0.13, -0.40, 0.50], [-1.01, 0.33, 0.60], [1.79, 0.46, 0.45], [-0.04, -1.73, 1.24], [-1.72, 0.05, 1.04], [-2.17, -0.82, 0.51], [-0.29, 0.30, -1.07], [0.32, -0.23, -0.02], [0.84, -0.82, -0.53], [0.57, 2.41, -0.60], [-0.35, -0.15, 0.04], [0.08, 0.24, 0.02], [0.16, -0.51, -0.77], [-0.31, 0.31, -0.64], [0.09, -0.55, -0.44], [-0.04, 0.43, 0.23], [-0.24, -0.40, -0.59], [0.52, 0.11, -0.31], [-0.28, -0.11, 0.09], [0.41, 0.01, -0.14], [-0.07, 0.05, 0.46], [0.64, 0.32, -0.08], [0.53, -0.14, 0.47], [-0.02, 0.10, -0.07], [-0.48, 0.13, -0.22], [0.10, 0.28, 0.16], [0.10, -0.07, -0.37], [0.76, -0.26, 0.61], [-3.37, 4.20, 5.07], [-1.98, 2.96, 5.04], [-2.11, -0.63, -1.62], [1.76, 0.72, -2.03], [0.23, -0.43, -0.75], [8.41, -7.69, -8.98], [0.22, 0.82, 1.97], [-2.73, -0.28, 2.05], [-0.89, 0.49, -0.64], [1.27, -0.14, -0.76], [-2.52, -1.02, 1.57], [-0.39, 1.36, -0.42], [0.90, -0.94, -0.14], [-0.18, 0.13, 0.11], [-0.12, -0.14, 0.20], [-0.22, 0.12, 0.14], [-0.31, 1.15, 0.49], [-0.01, -2.31, 0.10], [-1.30, 1.17, -1.00], [0.66, 0.61, 0.26], [-0.15, 0.07, 0.45], [1.35, -0.03, -0.12], [-0.10, -0.16, -0.10]], "lumo_energy_ev": -8.83, "orbital_gap_ev": 1.29, "total_charge": 3, "multiplicity": 1}

---

{"formula": "C7H16PS2", "method": "ωB97M-V with the def2-TZVPD basis set", "species": ["C", "C", "C", "C", "C", "C", "C", "P", "S", "S", "H", "H", "H", "H", "H", "H", "H", "H", "H", "H", "H", "H", "H", "H", "H", "H"], "xyz": [[3.6780, 0.1004, 0.0058], [-1.2375, -1.4545, 1.8015], [-1.9905, 1.9766, 0.4958], [1.2116, -1.1162, -2.1321], [-1.1114, -1.3089, 0.3162], [-0.5666, 1.5143, 0.8710], [0.6467, 0.1815, -1.6317], [0.1090, 0.0993, 0.0763], [3.8936, -1.3923, 0.4405], [3.6482, 1.6138, -0.4313], [-2.0627, -0.8833, 2.2794], [-1.2224, -2.4343, 2.2068], [-0.3971, -1.0904, 2.3217], [-2.7080, 2.0943, 1.3389], [-2.1068, 2.9589, 0.0552], [-2.5371, 1.4588, -0.2588], [0.2987, -1.8096, -2.1865], [1.3142, -0.8693, -3.1720], [2.1661, -1.3169, -1.7113], [-2.0744, -1.0848, -0.1051], [-0.6347, -2.2396, -0.0381], [-0.5734, 1.2507, 1.9193], [-0.0772, 2.4093, 0.6783], [-0.2496, 0.4065, -2.2629], [1.2858, 1.1420, -1.7057], [1.2977, -0.2060, 0.8290]], "forces_ev_per_angstrom": [[0.91, 0.20, 0.00], [-1.12, 0.99, 1.68], [-1.93, 0.47, 0.42], [-2.34, 0.42, -1.33], [1.83, 0.21, 0.38], [-2.42, 0.22, 0.00], [-0.85, 3.02, -0.06], [-0.08, -1.80, -0.18], [-0.35, 1.11, -0.24], [-0.15, -1.25, 0.44], [0.20, -0.50, -0.61], [-0.68, -1.28, -0.23], [1.45, 0.83, 0.54], [0.80, -0.63, -0.16], [1.11, 0.57, 0.00], [-0.18, -1.33, -0.44], [2.03, 0.07, 0.69], [0.70, -0.33, -0.74], [0.33, -1.12, 0.41], [-0.14, -0.02, -0.74], [-0.43, 0.58, -0.49], [0.35, 0.18, 0.36], [2.13, 1.18, 0.09], [0.42, 0.02, 0.65], [-0.64, -1.76, -0.04], [-0.92, -0.03, -0.39]], "de_lowest_kj_mol": 24.0, "lumo_energy_ev": -3.61, "orbital_gap_ev": 9.41, "total_charge": 1, "multiplicity": 1}

---

Asked for highest occupied orbital energy across the records above, the calculation gives -10.1; -13.0 eV in order.